[1]
Below is a 2-piece molecular cluster, C3H8O4 overall at a distorted geometry, with properties calculated with the ωB97M-V functional and the def2-TZVPD basis.

Last column: natural (NBO) charge in e.
Geometry (Å):
C1 2.936719 -0.687638 0.030971  -0.261
O1 1.500424 -0.503961 0.082044  -0.539
C2 0.889047 0.700667 -0.038165  0.770
O2 1.454551 1.755610 -0.215567  -0.576
C3 -0.660085 0.627846 -0.029239  -0.164
O3 -1.267244 -0.453820 -0.630033  -0.705
H1 3.416073 -0.057965 0.858451  0.196
H2 3.387394 -0.333868 -0.895525  0.198
H3 3.202823 -1.720046 0.165323  0.203
H4 -0.932107 1.530280 -0.602134  0.210
H5 -1.039125 0.861109 0.980354  0.189
H6 -0.670444 -1.174817 -0.557870  0.480
O4 -4.262048 0.067549 0.052971  -0.948
H7 -3.565853 -0.573366 -0.194746  0.484
H8 -4.390125 -0.037584 0.993169  0.464

Forces on atoms 1 to 3 (eV/Å):
0.6 2.4 1.2
-0.4 -0.5 -0.1
0.4 0.4 -0.7

Values from the calculation:
ΔE to the lowest compared entry with this formula, charge and spin	1.169	eV
E_LUMO	0.59	eV
SMILES string	COC(=O)CO.O
E_tot	-420.04843	hartree
orbital gap	11.083	eV

[2]
Below is C7H17NO4S2 as an isolated structure at a distorted geometry, with properties calculated with the ωB97M-V functional and the def2-TZVPD basis.

Last column: natural (NBO) charge in e.
Geometry (Å):
C1 -3.994449 -0.253760 0.669499  -0.658
C2 2.787067 0.418041 0.558042  -0.616
C3 1.264926 1.316127 -1.258524  -0.614
C4 0.995555 1.977207 1.214714  -0.603
C5 1.190224 -1.975976 -1.768260  -0.824
C6 -2.663208 -0.628336 1.036745  -0.583
C7 1.382490 0.859591 0.209801  0.063
N1 0.459513 -0.175579 0.395942  -0.834
O1 1.891817 -2.330018 0.770773  -0.930
O2 -0.556083 -2.325976 0.270389  -1.001
O3 -1.916348 1.414805 -0.391996  -0.919
O4 -1.748706 -0.524293 -1.679336  -0.868
S1 0.746556 -1.764422 0.101004  2.282
S2 -1.660713 -0.035456 -0.343225  2.151
H1 -4.170236 0.891549 0.819338  0.247
H2 -4.187946 -0.412287 -0.446146  0.241
H3 -4.763135 -0.806166 1.061084  0.243
H4 2.846651 -0.208774 1.450516  0.241
H5 3.316748 -0.098094 -0.251987  0.212
H6 3.316171 1.309473 0.837683  0.218
H7 0.381842 2.062691 -1.259103  0.229
H8 1.058413 0.507953 -1.850594  0.203
H9 2.165951 1.845205 -1.517258  0.213
H10 0.934491 2.930245 0.730959  0.214
H11 -0.032145 1.865832 1.583642  0.220
H12 1.694442 2.024601 2.053681  0.210
H13 2.229839 -1.809070 -1.780770  0.227
H14 1.039966 -3.027765 -1.920320  0.238
H15 0.493584 -1.373463 -2.307579  0.238
H16 -2.315095 -1.676212 1.225333  0.301
H17 -2.188175 0.002317 1.785964  0.258

Forces on atoms 1 to 3 (eV/Å):
-1.9 3.7 -3.3
0.8 -0.6 0.2
-1.0 3.7 2.5

Values from the calculation:
ΔE to the lowest compared entry with this formula, charge and spin	0.962	eV
E_LUMO (alpha / beta)	-1.10 / -1.10	eV
E_tot	-1428.85785	hartree
orbital gap (alpha / beta)	8.606 / 8.606	eV

[3]
Below is a 10-piece molecular cluster, C48H68ClFN12OPS overall at a distorted geometry, with properties calculated with the ωB97M-V functional and the def2-TZVPD basis.

Last column: Löwdin charge in e.
Geometry (Å):
C1 -1.780580 -1.650777 2.452955  -0.012
C2 -0.998870 -0.303344 2.105739  -0.261
F1 -0.887352 -0.101866 0.697597  -0.046
C3 0.371153 -0.115351 2.871406  -0.187
N1 0.071866 0.851810 4.007824  0.136
C4 0.840716 0.577501 5.176107  -0.249
N2 0.225661 0.802584 6.362657  0.207
N3 2.164991 0.053849 5.241267  0.085
C5 2.431065 -1.057773 4.228766  -0.515
C6 2.741111 -2.328437 5.104391  -0.091
C7 4.302742 -2.208763 5.716478  -0.236
C8 4.363139 -1.974014 7.343376  0.012
O1 4.691716 -0.880574 6.247741  -0.217
P1 3.852652 -0.402959 3.180517  0.441
S1 5.097891 -1.697009 2.469284  0.253
C9 1.099681 -1.400877 3.376402  -0.220
C10 1.467471 -2.532992 2.336909  -0.164
C11 1.259813 -2.263264 0.784772  -0.247
C12 2.039656 -1.046939 0.157569  -0.534
Cl1 2.221302 -1.440463 -1.649132  0.548
H1 -1.204696 -2.585570 2.223379  0.072
H2 -2.204374 -1.599486 3.496885  0.098
H3 -2.674388 -1.652021 1.747230  0.099
H4 -1.734577 0.515615 2.402022  0.139
H5 1.070736 0.473126 2.192614  0.135
H6 -0.899086 0.742731 4.326763  0.131
H7 0.242392 0.077526 7.079848  0.146
H8 -0.289057 1.672206 6.497728  0.142
H9 2.806764 0.844048 5.094953  0.125
H10 2.834297 -3.300716 4.553301  0.120
H11 2.076446 -2.369093 6.007419  0.122
H12 5.120798 -2.892469 5.247900  0.139
H13 3.630931 -1.243165 7.794321  0.111
H14 5.270210 -2.289567 7.918186  0.103
H15 3.299531 0.390512 2.104347  0.001
H16 4.610349 0.541591 3.972959  0.018
H17 0.409179 -1.880251 4.153059  0.155
H18 2.524500 -2.937873 2.451622  0.083
H19 0.816359 -3.438829 2.577922  0.119
H20 0.151997 -2.294405 0.569759  0.097
H21 1.668898 -3.185108 0.254144  0.109
H22 1.515785 -0.057161 0.181812  0.061
H23 3.093829 -1.044021 0.546581  0.012
N4 -1.409854 -7.464175 2.234943  0.013
C13 -0.085923 -7.149869 2.385375  -0.138
C14 0.297638 -6.405094 1.297217  -0.117
C15 -0.839749 -6.260155 0.462587  -0.123
C16 -1.878343 -6.921805 1.068493  -0.169
H24 -1.954340 -8.008839 2.881567  0.149
H25 0.467150 -7.483391 3.249235  0.106
H26 1.285799 -6.007318 1.121160  0.089
H27 -0.891647 -5.730595 -0.476722  0.090
H28 -2.906467 -7.054567 0.770876  0.116
N5 3.241334 0.600385 -4.555508  0.008
C17 4.563280 0.915475 -4.397014  -0.137
C18 4.948773 1.674118 -5.474433  -0.133
C19 3.814780 1.826565 -6.311325  -0.111
C20 2.775433 1.155101 -5.716696  -0.129
H29 2.696572 0.047195 -3.916482  0.080
H30 5.114133 0.572975 -3.535170  0.106
H31 5.936317 2.075968 -5.641379  0.084
H32 3.765184 2.367959 -7.244066  0.084
H33 1.748606 1.024034 -6.019245  0.109
N6 -1.736950 3.273547 2.771355  -0.018
C21 -0.772589 3.915747 2.037717  -0.147
C22 -1.404141 4.680195 1.089901  -0.090
C23 -2.800649 4.498201 1.259723  -0.090
C24 -2.976650 3.628502 2.305442  -0.153
H34 -1.563058 2.643968 3.530282  0.092
H35 0.274887 3.771824 2.252836  0.099
H36 -0.916750 5.302641 0.355794  0.100
H37 -3.588406 4.954345 0.680489  0.102
H38 -3.872455 3.230862 2.756683  0.105
N7 -3.236400 -2.618607 -1.315365  -0.003
C25 -2.940020 -1.285589 -1.436890  -0.147
C26 -3.547797 -0.820774 -2.576102  -0.104
C27 -4.240947 -1.910883 -3.160689  -0.105
C28 -4.033209 -3.005659 -2.360024  -0.137
H39 -2.919112 -3.219446 -0.574792  0.129
H40 -2.323800 -0.786764 -0.705819  0.075
H41 -3.500408 0.191224 -2.947565  0.093
H42 -4.826961 -1.895155 -4.066475  0.095
H43 -4.380908 -4.023276 -2.443370  0.107
N8 -5.874613 5.574197 5.323886  0.002
C29 -5.482414 5.420785 4.020495  -0.149
C30 -6.612191 5.365550 3.242762  -0.103
C31 -7.727721 5.495658 4.108736  -0.129
C32 -7.241601 5.625764 5.386018  -0.132
H44 -5.255411 5.639791 6.112569  0.143
H45 -4.437511 5.363702 3.760443  0.086
H46 -6.634418 5.246240 2.170244  0.094
H47 -8.769550 5.494812 3.827901  0.095
H48 -7.748523 5.748920 6.330123  0.111
N9 -2.139360 -10.285009 -1.800566  0.004
C33 -2.242248 -10.351710 -3.164208  -0.138
C34 -1.987841 -9.101301 -3.668962  -0.110
C35 -1.715569 -8.249194 -2.569046  -0.111
C36 -1.813880 -9.007901 -1.429324  -0.144
H49 -2.280268 -11.054609 -1.169908  0.145
H50 -2.488109 -11.279675 -3.655598  0.108
H51 -1.995182 -8.829665 -4.713159  0.092
H52 -1.473825 -7.198029 -2.607969  0.082
H53 -1.681673 -8.751320 -0.393340  0.073
N10 7.003350 -0.108375 -7.649111  -0.010
C37 7.830422 -0.463062 -6.616014  -0.146
C38 9.087819 -0.659712 -7.129380  -0.109
C39 9.019604 -0.409024 -8.523353  -0.105
C40 7.723250 -0.068470 -8.814621  -0.144
H54 6.019544 0.092359 -7.564546  0.125
H55 7.452583 -0.545697 -5.609185  0.100
H56 9.960506 -0.950334 -6.565136  0.090
H57 9.829736 -0.470436 -9.233349  0.093
H58 7.250716 0.197097 -9.747124  0.110
N11 -9.580026 8.078132 3.548547  -0.004
C41 -10.452045 8.419427 4.546669  -0.144
C42 -11.651913 8.748848 3.966549  -0.114
C43 -11.499578 8.595137 2.566172  -0.114
C44 -10.211768 8.177740 2.338423  -0.143
H59 -8.623443 7.796816 3.683519  0.113
H60 -10.144221 8.399906 5.580263  0.103
H61 -12.540541 9.064076 4.491279  0.090
H62 -12.248884 8.769814 1.809582  0.090
H63 -9.691891 7.944900 1.422464  0.104
N12 6.644038 3.083765 -8.160370  0.010
C45 7.642868 3.976837 -7.883389  -0.133
C46 7.494988 5.052664 -8.723294  -0.112
C47 6.360665 4.801972 -9.534176  -0.113
C48 5.854682 3.581381 -9.162386  -0.149
H64 6.510056 2.198834 -7.698984  0.081
H65 8.371752 3.769730 -7.115752  0.108
H66 8.131537 5.923527 -8.750421  0.090
H67 5.959027 5.443350 -10.303500  0.090
H68 5.004078 3.024956 -9.524392  0.102

Forces on atoms 1 to 3 (eV/Å):
-0.3 0.7 -1.4
-1.6 -0.2 0.4
0.5 -0.5 1.8

Values from the calculation:
E_LUMO	-5.07	eV
E_tot	-3901.22667	hartree
orbital gap	3.868	eV
net charge	+1

[4]
Below is a 2-piece molecular cluster, C3H3NO3S overall at a distorted geometry, with properties calculated with the ωB97M-V functional and the def2-TZVPD basis.

Last column: natural (NBO) charge in e.
Geometry (Å):
C1 0.231232 -1.377827 1.501989  -0.035
C2 0.437311 -0.438186 0.769136  -0.255
C3 1.116614 0.708232 0.178867  0.605
N1 0.819374 0.760750 -1.123446  -0.793
O1 1.790961 1.489641 0.725307  -0.548
O2 -1.963978 -1.380736 -0.160730  -0.862
O3 -1.968273 0.971148 -0.953478  -0.843
S1 -1.913981 0.026914 0.118650  1.677
H1 -0.071742 -2.240759 1.964375  0.232
H2 0.147895 0.067232 -1.436184  0.408
H3 1.374591 1.413592 -1.584490  0.414

Forces on atoms 1 to 3 (eV/Å):
0.7 1.8 -1.5
1.2 -1.0 2.5
-2.1 -1.7 -2.0

Values from the calculation:
ΔE to the lowest compared entry with this formula, charge and spin	3.580	eV
E_LUMO	-1.23	eV
E_tot	-794.67866	hartree
orbital gap	9.470	eV

[5]
Below is C3H9N3 as an isolated structure at a distorted geometry, with properties calculated with the ωB97M-V functional and the def2-TZVPD basis.

Last column: natural (NBO) charge in e.
Geometry (Å):
N1 1.153685 -1.759132 0.174820  -0.650
N2 0.662649 -1.107178 -1.025467  -0.525
H1 0.359189 -2.270939 0.556597  0.357
H2 1.328459 -0.982482 0.815523  0.358
H3 0.513842 -1.836884 -1.726410  0.389
H4 1.366097 -0.375705 -1.234315  0.418
C1 -0.673815 0.157884 -0.555052  0.060
C2 0.405354 2.186374 0.638180  -0.069
C3 -1.525222 -0.209204 0.411994  -0.761
N3 0.562909 1.390013 -0.309199  -0.507
H5 -1.029272 0.403719 -1.546236  0.188
H6 -0.539194 2.235002 1.221760  0.158
H7 1.197308 2.879894 0.944007  0.171
H8 -1.197955 -0.449117 1.413212  0.191
H9 -2.584034 -0.262244 0.220586  0.222

Forces on atoms 1 to 3 (eV/Å):
-0.1 0.2 -0.4
1.2 0.7 1.0
-0.1 0.2 0.1

Values from the calculation:
ΔE to the lowest compared entry with this formula, charge and spin	5.274	eV
E_LUMO	1.11	eV
E_tot	-283.78929	hartree
orbital gap	8.261	eV

[6]
Below is C5H4N3O as an isolated structure at a distorted geometry, with properties calculated with the ωB97M-V functional and the def2-TZVPD basis.

Last column: natural (NBO) charge in e.
Geometry (Å):
C1 -1.396448 -0.277443 0.053752  -0.411
C2 -1.066901 1.108739 0.015237  0.282
C3 1.257687 -0.512275 0.207684  0.038
C4 -0.384681 -1.104285 0.345524  0.357
C5 1.441014 0.833096 0.020047  0.592
N1 1.367503 -1.691868 -0.357482  -0.001
N2 0.156394 1.519740 -0.123423  -0.507
N3 0.258188 -2.306394 0.130036  -0.386
O1 2.323189 1.599244 0.064737  -0.410
H1 -2.385036 -0.592154 -0.171070  0.281
H2 -1.796072 1.998019 0.082388  0.275
H3 0.452735 2.498725 -0.016442  0.460
H4 -0.227575 -3.073140 -0.250989  0.430

Forces on atoms 1 to 3 (eV/Å):
-0.1 -0.4 0.2
-0.7 1.8 0.2
-5.1 -5.3 0.2

Values from the calculation:
ΔE to the lowest compared entry with this formula, charge and spin	3.467	eV
E_LUMO	-6.42	eV
E_tot	-431.99436	hartree
orbital gap	8.626	eV
net charge	+1

Repeat the first record exactly.
Below is a 2-piece molecular cluster, C3H8O4 overall at a distorted geometry, with properties calculated with the ωB97M-V functional and the def2-TZVPD basis.

Last column: natural (NBO) charge in e.
Geometry (Å):
C1 2.936719 -0.687638 0.030971  -0.261
O1 1.500424 -0.503961 0.082044  -0.539
C2 0.889047 0.700667 -0.038165  0.770
O2 1.454551 1.755610 -0.215567  -0.576
C3 -0.660085 0.627846 -0.029239  -0.164
O3 -1.267244 -0.453820 -0.630033  -0.705
H1 3.416073 -0.057965 0.858451  0.196
H2 3.387394 -0.333868 -0.895525  0.198
H3 3.202823 -1.720046 0.165323  0.203
H4 -0.932107 1.530280 -0.602134  0.210
H5 -1.039125 0.861109 0.980354  0.189
H6 -0.670444 -1.174817 -0.557870  0.480
O4 -4.262048 0.067549 0.052971  -0.948
H7 -3.565853 -0.573366 -0.194746  0.484
H8 -4.390125 -0.037584 0.993169  0.464

Forces on atoms 1 to 3 (eV/Å):
0.6 2.4 1.2
-0.4 -0.5 -0.1
0.4 0.4 -0.7

Values from the calculation:
ΔE to the lowest compared entry with this formula, charge and spin	1.169	eV
E_LUMO	0.59	eV
SMILES string	COC(=O)CO.O
E_tot	-420.04843	hartree
orbital gap	11.083	eV

Look up the E_tot of the fourth one.
-794.67866 hartree

Copy entry 1 word for word.
Below is a 2-piece molecular cluster, C3H8O4 overall at a distorted geometry, with properties calculated with the ωB97M-V functional and the def2-TZVPD basis.

Last column: natural (NBO) charge in e.
Geometry (Å):
C1 2.936719 -0.687638 0.030971  -0.261
O1 1.500424 -0.503961 0.082044  -0.539
C2 0.889047 0.700667 -0.038165  0.770
O2 1.454551 1.755610 -0.215567  -0.576
C3 -0.660085 0.627846 -0.029239  -0.164
O3 -1.267244 -0.453820 -0.630033  -0.705
H1 3.416073 -0.057965 0.858451  0.196
H2 3.387394 -0.333868 -0.895525  0.198
H3 3.202823 -1.720046 0.165323  0.203
H4 -0.932107 1.530280 -0.602134  0.210
H5 -1.039125 0.861109 0.980354  0.189
H6 -0.670444 -1.174817 -0.557870  0.480
O4 -4.262048 0.067549 0.052971  -0.948
H7 -3.565853 -0.573366 -0.194746  0.484
H8 -4.390125 -0.037584 0.993169  0.464

Forces on atoms 1 to 3 (eV/Å):
0.6 2.4 1.2
-0.4 -0.5 -0.1
0.4 0.4 -0.7

Values from the calculation:
ΔE to the lowest compared entry with this formula, charge and spin	1.169	eV
E_LUMO	0.59	eV
SMILES string	COC(=O)CO.O
E_tot	-420.04843	hartree
orbital gap	11.083	eV